1.
{
  "formula": "C12H27NO9S",
  "method": "the ωB97M-V functional and the def2-TZVPD basis",
  "e_lumo_ha": -0.0129,
  "symbols": ["C", "C", "C", "O", "S", "O", "O", "C", "O", "N", "O", "H", "H", "H", "H", "H", "H", "H", "C", "O", "C", "C", "O", "C", "H", "H", "H", "H", "H", "H", "H", "H", "H", "H", "C", "O", "C", "C", "O", "C", "H", "H", "H", "H", "H", "H", "H", "H", "H", "H"],
  "positions_angstrom": [[6.63, -2.45, 2.64], [6.71, -3.72, 1.83], [5.55, -4.86, 2.19], [4.18, -4.25, 2.21], [3.29, -4.97, 3.47], [3.91, -4.35, 4.78], [1.66, -4.48, 3.50], [1.21, -3.94, 2.21], [1.18, -2.45, 2.27], [2.11, -1.91, 1.47], [2.44, -0.81, 1.93], [6.40, -2.56, 3.81], [6.78, -1.39, 2.17], [7.56, -3.91, 1.01], [5.87, -5.31, 3.22], [5.66, -5.71, 1.38], [1.75, -4.37, 1.27], [0.06, -4.27, 2.10], [1.17, 0.79, -3.67], [1.41, -0.23, -2.70], [1.42, 0.29, -1.36], [0.08, 0.01, -0.66], [-0.99, 0.73, -1.27], [-1.76, -0.09, -2.14], [0.92, 0.30, -4.62], [0.35, 1.45, -3.38], [2.09, 1.38, -3.81], [1.65, 1.36, -1.36], [2.21, -0.23, -0.82], [0.16, 0.36, 0.38], [-0.13, -1.07, -0.64], [-2.42, -0.73, -1.55], [-1.14, -0.70, -2.80], [-2.38, 0.57, -2.76], [-3.52, 2.37, -0.17], [-4.29, 2.62, -1.35], [-5.67, 2.84, -1.05], [-6.01, 4.34, -1.07], [-5.34, 5.03, -0.01], [-4.18, 5.72, -0.46], [-2.46, 2.47, -0.43], [-3.75, 3.08, 0.63], [-3.69, 1.35, 0.17], [-5.94, 2.39, -0.09], [-6.25, 2.34, -1.84], [-7.08, 4.45, -0.91], [-5.76, 4.78, -2.04], [-4.48, 6.63, -0.99], [-3.56, 5.10, -1.11], [-3.59, 6.00, 0.42]]
}

=====

2.
{
  "formula": "C7H8N3O",
  "method": "the ωB97M-V functional and the def2-TZVPD basis",
  "e_lumo_ha": -0.1540,
  "total_charge": 1,
  "symbols": ["C", "C", "C", "C", "C", "C", "C", "N", "N", "N", "O", "H", "H", "H", "H", "H", "H", "H", "H"],
  "positions_angstrom": [[-1.08, 1.17, 0.83], [-2.26, 1.83, 0.78], [-2.77, 3.72, 1.86], [-1.15, 2.33, 1.69], [-0.78, -0.72, -0.65], [1.51, 0.03, -0.57], [1.02, -2.07, -1.47], [-1.57, 3.38, 2.27], [-3.22, 2.74, 0.89], [0.49, -0.96, -0.73], [-1.85, -0.89, -0.96], [-3.43, 4.38, 2.31], [2.28, -0.37, 0.03], [1.96, 0.21, -1.64], [1.22, 1.00, -0.21], [0.41, -3.05, -1.63], [1.57, -1.95, -2.40], [1.68, -2.60, -0.83], [-4.25, 2.67, 0.68]]
}

=====

3.
{
  "formula": "C5H10",
  "method": "the ωB97M-V functional and the def2-TZVPD basis",
  "e_lumo_ha": 0.0445,
  "smiles": "C=CC(C)C",
  "symbols": ["C", "C", "C", "C", "C", "H", "H", "H", "H", "H", "H", "H", "H", "H", "H"],
  "positions_angstrom": [[-1.96, 0.09, -0.39], [-1.15, -0.08, 0.66], [0.36, -0.03, 0.53], [0.92, 1.27, -0.07], [0.91, -1.24, -0.22], [-3.03, -0.07, -0.27], [-1.60, 0.34, -1.41], [-1.61, -0.32, 1.61], [0.75, -0.13, 1.56], [0.57, 1.42, -1.11], [1.98, 1.25, -0.15], [0.67, 2.15, 0.50], [0.50, -2.19, 0.15], [1.99, -1.27, -0.08], [0.70, -1.20, -1.30]]
}

=====

4.
{
  "formula": "C7H10ClEuN",
  "method": "the ωB97M-V functional and the def2-TZVPD basis",
  "spin_multiplicity": 7,
  "e_lumo_ha": [0.1186, 0.1135],
  "total_charge": -1,
  "s_squared": 12.04,
  "symbols": ["C", "C", "C", "C", "C", "Eu", "N", "C", "C", "H", "H", "H", "H", "H", "H", "H", "H", "H", "H", "Cl"],
  "positions_angstrom": [[-0.87, 1.17, -0.58], [0.53, 0.92, -0.70], [1.21, 2.14, -0.37], [0.24, 3.14, -0.06], [-1.04, 2.55, -0.21], [0.16, 1.15, 1.99], [-0.49, -2.09, 0.42], [-0.65, -3.48, 0.27], [0.43, -2.81, -0.59], [2.27, 2.27, -0.40], [0.97, -0.03, -1.01], [0.44, 4.19, 0.24], [-1.99, 3.09, -0.05], [-1.65, 0.47, -0.84], [0.18, -2.73, -1.66], [-1.57, -3.77, -0.27], [-1.37, -1.59, 0.13], [1.47, -2.85, -0.32], [-0.35, -4.18, 1.08], [2.08, 2.44, 2.93]]
}

=====

5.
{
  "formula": "C4H10O2",
  "method": "the ωB97M-V functional and the def2-TZVPD basis",
  "e_lumo_ha": 0.0363,
  "smiles": "COC[C@@H](C)O",
  "symbols": ["C", "O", "C", "C", "C", "O", "H", "H", "H", "H", "H", "H", "H", "H", "H", "H"],
  "positions_angstrom": [[2.29, -0.93, -0.32], [1.31, -0.22, 0.40], [0.44, 0.53, -0.43], [-0.77, 0.95, 0.46], [-2.30, 0.25, 0.01], [-0.95, 0.05, 1.55], [1.83, -1.60, -1.07], [2.97, -0.25, -0.85], [2.86, -1.53, 0.39], [0.09, -0.12, -1.24], [0.99, 1.37, -0.89], [-0.41, 1.91, 0.96], [-2.68, -0.73, 0.47], [-2.19, 0.05, -1.04], [-3.06, 0.97, 0.28], [-0.41, -0.71, 1.33]]
}

=====

6.
{
  "formula": "C4H13N4O",
  "method": "the ωB97M-V functional and the def2-TZVPD basis",
  "e_lumo_ha": -0.0946,
  "total_charge": 1,
  "symbols": ["C", "C", "N", "N", "N", "H", "H", "H", "H", "H", "H", "H", "H", "C", "C", "O", "N", "H", "H", "H", "H", "H"],
  "positions_angstrom": [[-2.84, -1.68, 1.18], [-1.94, -0.19, -0.41], [-1.87, -0.52, 0.87], [-2.84, -0.58, -1.33], [-0.99, 0.68, -0.92], [-1.32, -0.17, 1.62], [-3.30, -2.09, 0.26], [-3.57, -1.23, 1.78], [-3.80, -0.75, -1.11], [-2.73, -0.35, -2.30], [-0.25, 1.18, -0.37], [-0.44, 0.29, -1.68], [-2.30, -2.38, 1.82], [3.36, 1.99, 0.15], [2.59, 0.70, 0.18], [1.36, 0.58, 0.30], [3.28, -0.48, 0.00], [4.11, 1.93, -0.65], [3.85, 2.12, 1.09], [2.76, -1.33, 0.06], [4.25, -0.40, -0.24], [2.63, 2.69, -0.28]]
}

=====

no.,electronic energy (Ha)
1,-1603.10249
2,-510.53736
3,-196.47784
4,-1497.89235
5,-308.74816
6,-454.26185